Entry 1:
Below is a 2-piece molecular cluster, C4H8INO2 overall at a distorted geometry, with properties calculated with the ωB97M-V functional and the def2-TZVPD basis.

structure (SMILES): CN(C)CI.O=C=O
LUMO: -0.156 eV
HOMO: -8.3 eV
energy above the lowest of the compared OMol25 structures with the same formula, charge and spin: 47.6 kcal per mole

Structure (ORCA input):
```
! RIJCOSX wB97M-V def2-TZVPD def2/J DEFGRID3
* xyz 0 1
C -0.5784 -0.8856 -1.2111
N -0.2124 -0.4268 0.0604
C -0.6690 -0.7982 1.3546
C 1.0013 0.2350 0.1517
I 2.6333 -1.6620 0.1941
H -1.3090 -1.6877 -1.2248
H -1.0107 0.0224 -1.8584
H 0.2355 -1.1425 -1.7293
H -0.6230 -1.8810 1.5219
H -0.1305 -0.2650 2.1701
H -1.6082 -0.3550 1.4367
H 1.3219 0.5382 1.2230
H 1.5037 0.8872 -0.7288
O 0.8218 2.9996 -0.4714
C -0.1578 2.4022 -0.4593
O -1.2185 2.0192 -0.4291
*
```


Entry 2:
Below is an isolated molecule of C28H31IN2O8P2S at a distorted geometry, with properties calculated with the ωB97M-V functional and the def2-TZVPD basis.

structure (SMILES): C=Cc1c2c(c(CC(C)C)c(P(=O)(O)O)c1P(C)O)C(=O)c1c(OCCC)cc(I)c(CCSc3nnco3)c1C2=O
LUMO: -0.855 eV
HOMO: -8.2 eV

Structure (ORCA input):
```
! RIJCOSX wB97M-V def2-TZVPD def2/J DEFGRID3
* xyz 0 1
C -3.0419 -2.8206 2.1003
C -2.7226 -2.0105 1.1003
C -1.8767 -0.7918 1.2636
C -0.5087 -0.8897 0.9854
C 0.3389 0.2048 1.1182
C -0.1755 1.4296 1.5424
C 0.8418 2.5560 1.7011
C 1.5283 3.0235 0.4025
C 0.8422 4.2094 -0.2801
C 2.9486 3.4942 0.7727
C -1.5589 1.5538 1.8047
P -2.1225 3.2236 2.2808
O -1.5673 4.2768 1.4260
O -1.7696 3.4067 3.8262
O -3.7053 3.3417 2.3146
C -2.4343 0.4258 1.6959
P -4.2536 0.6430 2.0958
C -4.1833 1.0330 3.9098
O -5.0646 -0.7815 2.0837
C 1.7786 -0.0242 0.7894
O 2.7070 0.3926 1.4272
C 2.0241 -0.9116 -0.3909
C 3.0271 -0.6745 -1.3159
O 3.8434 0.4119 -1.2033
C 4.0367 1.1032 -2.4552
C 4.4955 2.5349 -2.2142
C 3.5350 3.5548 -2.8431
C 3.1706 -1.5815 -2.3605
C 2.3388 -2.6796 -2.5014
I 2.6815 -3.9206 -4.1683
C 1.3020 -2.9244 -1.5858
C 0.3918 -4.1032 -1.8151
C -0.6432 -3.7553 -2.9199
S -2.2564 -3.2284 -2.3328
C -2.9169 -4.6502 -1.6027
N -3.9385 -4.6149 -0.8113
N -4.2190 -5.9190 -0.4588
C -3.3389 -6.6427 -1.0609
O -2.4822 -5.9255 -1.8030
C 1.1762 -2.0167 -0.5306
C 0.1138 -2.1742 0.5233
O -0.1587 -3.2449 0.9881
H -3.9782 -3.3590 2.0598
H -2.4126 -2.9633 2.9696
H -3.1034 -2.2109 0.1095
H 1.6316 2.1136 2.3024
H 0.4627 3.3897 2.2754
H 1.5877 2.2270 -0.3402
H 0.6117 4.9820 0.4438
H -0.0680 3.9301 -0.8014
H 1.5282 4.6394 -1.0119
H 3.6292 3.3997 -0.0682
H 3.3716 2.9364 1.6028
H 2.8974 4.5529 1.0226
H -0.8135 3.4655 3.9365
H -3.9897 3.4307 1.3935
H -4.7806 1.9281 4.0335
H -3.1733 1.2351 4.2488
H -4.6732 0.2512 4.4880
H -5.1395 -1.1612 2.9664
H 3.0899 1.1273 -2.9908
H 4.7920 0.6017 -3.0553
H 5.4646 2.7155 -2.6721
H 4.5753 2.7708 -1.1589
H 3.6738 3.6062 -3.9201
H 3.6825 4.5427 -2.4157
H 2.4956 3.2886 -2.6510
H 3.9496 -1.4408 -3.0907
H -0.1131 -4.4045 -0.9068
H 0.9537 -4.9630 -2.1612
H -0.7332 -4.5585 -3.6454
H -0.2837 -2.8942 -3.4779
H -3.3186 -7.7121 -0.9831
*
```


Entry 3:
Below is a 5-piece molecular cluster, C24H56N2O8 overall at a distorted geometry, with properties calculated with the ωB97M-V functional and the def2-TZVPD basis.

structure (SMILES): CC1(C)CCCC(C)(C)N1O.CC1(C)CCCC(C)(C)N1O.OCCO.OCCO.OCCO
LUMO: 0.187 eV
HOMO: -7.9 eV
energy above the lowest of the compared OMol25 structures with the same formula, charge and spin: 30.6 kcal per mole

Structure (ORCA input):
```
! RIJCOSX wB97M-V def2-TZVPD def2/J DEFGRID3
* xyz 0 1
C 3.8626 0.1022 3.1915
C 2.6929 -0.2556 2.2379
C 2.0809 1.0803 1.7256
C 3.4017 -1.0516 1.1135
C 2.4075 -1.7376 0.1647
C 1.4839 -2.6301 0.9662
C 0.8290 -1.9208 2.1309
C -0.2769 -0.9596 1.6186
C 0.1919 -2.9782 3.0770
N 1.8384 -1.2036 2.9637
O 1.2014 -0.5588 4.0501
H 4.6994 0.6408 2.7422
H 3.4742 0.8191 3.9227
H 4.2400 -0.7908 3.6858
H 2.7560 1.9370 1.8193
H 1.8565 0.9171 0.6739
H 1.2776 1.5042 2.3339
H 4.0383 -0.2991 0.6349
H 4.1402 -1.7267 1.5470
H 1.8278 -0.9559 -0.3308
H 2.9419 -2.2871 -0.6127
H 1.9147 -3.5939 1.2563
H 0.7012 -2.9804 0.2835
H -0.9557 -1.5972 1.0599
H 0.1457 -0.2203 0.9414
H -0.7573 -0.4089 2.4239
H 0.1786 -3.9545 2.5800
H -0.8000 -2.7298 3.4448
H 0.8735 -3.1860 3.9039
H 0.5569 0.0547 3.6596
C -1.9656 3.1139 0.5364
C -1.5954 4.1820 -0.5019
C -1.6137 3.5425 -1.8928
C -2.6513 5.2831 -0.3726
C -2.2542 6.6128 -1.0343
C -0.9251 7.0828 -0.4582
C 0.1823 6.0272 -0.5699
C 0.7798 6.0959 -2.0012
C 1.2986 6.4983 0.3956
N -0.2641 4.7212 -0.1349
O 0.7229 3.8214 0.2234
H -3.0194 2.8535 0.4785
H -1.3023 2.2574 0.4209
H -1.7190 3.5055 1.5271
H -0.9475 2.6700 -1.9300
H -2.5835 3.1644 -2.2082
H -1.1072 4.2240 -2.5764
H -3.6295 5.0088 -0.7691
H -2.7603 5.5026 0.6925
H -2.1336 6.5575 -2.1193
H -3.0575 7.3262 -0.8378
H -0.9895 7.4672 0.5639
H -0.7171 8.0051 -1.0139
H -0.0258 5.9176 -2.7096
H 1.5922 5.3760 -2.1252
H 1.2277 7.0771 -2.1527
H 1.7142 7.4478 0.0424
H 2.1347 5.8016 0.3783
H 0.9017 6.7076 1.3873
H 1.0400 3.4061 -0.5967
O -1.0258 -6.3349 0.1169
C -2.1768 -6.5838 0.9441
C -3.0173 -5.3271 1.1432
O -3.2272 -4.6222 -0.0594
H -0.6346 -7.2105 0.0372
H -2.8318 -7.2884 0.4148
H -1.8429 -7.0017 1.8954
H -2.4001 -4.6948 1.7959
H -3.9569 -5.5122 1.6526
H -2.4429 -4.0961 -0.2508
O -0.1475 -4.6276 -2.8038
C 1.1934 -4.6018 -3.3069
C 2.0052 -5.6037 -2.4904
O 1.3777 -6.8891 -2.6242
H -0.3303 -5.5429 -2.5395
H 1.1947 -5.0221 -4.3146
H 1.5883 -3.5962 -3.2193
H 2.1428 -5.3324 -1.4407
H 3.0152 -5.7304 -2.9048
H 1.5011 -7.3444 -1.7877
O -2.0191 -0.0721 -0.8437
C -1.9941 -0.3799 -2.2454
C -2.1732 -1.8833 -2.4170
O -1.3142 -2.5554 -1.4948
H -1.4460 -0.7044 -0.3849
H -2.8750 0.1389 -2.6246
H -1.0429 -0.0115 -2.6450
H -2.0966 -2.2425 -3.4485
H -3.1799 -2.2096 -2.1301
H -0.9987 -3.4037 -1.8746
*
```


Entry 4:
Below is a 15-piece molecular cluster, C51H102NO15 overall at a distorted geometry, with properties calculated with the ωB97M-V functional and the def2-TZVPD basis.

LUMO: 1.374 eV
HOMO: -1.7 eV

Structure (ORCA input):
```
! RIJCOSX wB97M-V def2-TZVPD def2/J DEFGRID3
* xyz -1 1
C -24.2803 -23.5406 -12.8097
C -22.9147 -23.2082 -13.5023
C -21.7758 -23.6648 -12.5527
C -21.4969 -25.1234 -12.5803
C -21.1833 -25.5401 -13.9749
C -22.3560 -25.2702 -14.9632
N -22.7154 -23.7940 -14.8558
O -23.7041 -23.4000 -15.8307
C -23.6401 -26.2074 -14.7322
C -21.7006 -25.5656 -16.4212
C -22.6882 -21.6496 -13.5855
H -24.2948 -23.0867 -11.8189
H -24.3534 -24.6160 -12.6476
H -25.1345 -23.1789 -13.3821
H -21.9198 -23.4614 -11.4916
H -20.8411 -23.1789 -12.8327
H -22.3664 -25.6230 -12.1530
H -20.6276 -25.3006 -11.9472
H -20.9606 -26.6052 -14.0400
H -20.3414 -24.9791 -14.3806
H -23.9938 -26.1407 -13.7034
H -23.3934 -27.2685 -14.7680
H -24.4835 -26.0424 -15.4027
H -21.2888 -26.5747 -16.4387
H -20.8274 -24.9371 -16.5957
H -22.3946 -25.3838 -17.2418
H -21.7492 -21.4940 -14.1166
H -22.5151 -21.2011 -12.6073
H -23.5162 -21.1295 -14.0672
C -25.8401 -25.1891 -22.3136
C -27.0220 -24.9800 -23.2175
O -27.5047 -25.8659 -23.9062
C -27.6404 -23.5878 -23.2860
H -25.0840 -24.4931 -22.6770
H -25.4072 -26.1869 -22.3853
H -26.1736 -24.9687 -21.2995
H -28.2292 -23.3834 -22.3918
H -28.2480 -23.4158 -24.1744
H -26.7724 -22.9329 -23.2105
C -15.4076 -21.4655 -8.1018
C -16.0896 -20.0924 -7.9760
O -15.7293 -19.2433 -7.1390
C -17.3182 -19.8364 -8.8241
H -14.5212 -21.4126 -7.4698
H -15.1592 -21.6514 -9.1467
H -16.0470 -22.2322 -7.6642
H -17.7257 -18.8548 -8.5823
H -18.0715 -20.6031 -8.6428
H -16.9938 -19.7991 -9.8640
C -26.6573 -16.1958 -16.6193
C -27.4928 -14.9470 -16.8514
O -27.0038 -13.9718 -17.3912
C -28.9725 -14.9730 -16.3842
H -27.2805 -17.0720 -16.7980
H -26.3538 -16.1608 -15.5730
H -25.7596 -16.2727 -17.2327
H -29.3635 -15.9855 -16.4848
H -29.6030 -14.2784 -16.9392
H -28.9064 -14.7433 -15.3207
C -16.6558 -19.9633 -15.3323
C -17.0930 -19.5810 -16.7182
O -18.1715 -19.8990 -17.1366
C -16.1613 -18.8140 -17.6528
H -15.8060 -20.6458 -15.3337
H -17.4383 -20.4638 -14.7620
H -16.4021 -19.0193 -14.8498
H -15.8388 -19.4633 -18.4667
H -15.2772 -18.4692 -17.1164
H -16.7590 -17.9634 -17.9805
C -16.1289 -30.7679 -17.1317
C -16.4626 -31.8546 -16.1414
O -15.9570 -32.9814 -16.3290
C -17.3597 -31.5385 -14.9551
H -15.6277 -31.2633 -17.9632
H -15.4961 -30.0126 -16.6655
H -17.0492 -30.2733 -17.4423
H -17.5807 -30.4718 -14.9171
H -16.9759 -31.9602 -14.0262
H -18.3507 -31.9333 -15.1795
C -24.0575 -27.6738 -6.1133
C -24.8574 -28.3258 -7.2927
O -25.5498 -29.2936 -7.0725
C -24.8309 -27.6551 -8.6446
H -23.0958 -27.2789 -6.4409
H -23.7816 -28.4642 -5.4153
H -24.6619 -26.8786 -5.6770
H -24.3278 -28.3046 -9.3610
H -24.3400 -26.6892 -8.5251
H -25.8887 -27.6422 -8.9072
C -24.0940 -20.6062 -7.5338
C -23.5002 -21.6103 -6.5424
O -22.3496 -22.0032 -6.6263
C -24.5122 -22.2185 -5.5171
H -24.3127 -19.6956 -6.9760
H -25.0142 -20.9814 -7.9816
H -23.3319 -20.3509 -8.2700
H -24.0701 -22.8167 -4.7204
H -25.3199 -22.8452 -5.8953
H -25.0565 -21.4814 -4.9268
C -14.9245 -24.3195 -18.3087
C -13.9755 -23.2039 -18.7305
O -14.1698 -22.6211 -19.7883
C -12.9248 -22.7612 -17.7179
H -14.9371 -25.1783 -18.9797
H -15.9248 -23.9520 -18.0795
H -14.5375 -24.7460 -17.3832
H -12.2356 -22.0582 -18.1857
H -12.3602 -23.6338 -17.3896
H -13.4460 -22.3277 -16.8643
C -27.9546 -17.7790 -11.5390
C -29.1839 -18.2810 -12.2650
O -28.9714 -18.8403 -13.3536
C -30.5705 -18.1498 -11.6699
H -28.0235 -17.7901 -10.4512
H -27.7127 -16.7596 -11.8395
H -27.1702 -18.4748 -11.8369
H -31.2808 -18.0422 -12.4897
H -30.6099 -17.2574 -11.0453
H -30.7260 -18.9431 -10.9388
C -24.7506 -31.3426 -18.5095
C -23.4024 -32.0177 -18.6482
O -22.8309 -32.5240 -17.6792
C -22.8491 -32.1900 -20.0138
H -25.4593 -31.9765 -19.0425
H -24.6916 -30.3405 -18.9342
H -25.0682 -31.2987 -17.4677
H -23.5096 -32.7374 -20.6862
H -21.8708 -32.6622 -19.9238
H -22.7409 -31.2604 -20.5727
C -18.8452 -25.1910 -22.8447
C -19.0967 -23.7299 -22.9707
O -20.1780 -23.2471 -22.7234
C -17.9783 -22.9284 -23.5296
H -19.2243 -25.5389 -21.8838
H -17.7730 -25.3872 -22.8478
H -19.2434 -25.8388 -23.6256
H -18.3863 -22.1150 -24.1295
H -17.3528 -23.6882 -23.9981
H -17.3758 -22.5799 -22.6907
C -15.6657 -25.1990 -11.9935
C -15.7167 -26.6645 -12.2536
O -15.6482 -27.1694 -13.3932
C -15.8995 -27.5344 -10.9956
H -16.4356 -24.9029 -11.2810
H -15.9184 -24.7677 -12.9622
H -14.7029 -24.8601 -11.6112
H -14.9004 -27.6342 -10.5714
H -16.2484 -28.5107 -11.3321
H -16.5889 -27.0132 -10.3314
C -30.6440 -26.0517 -12.3819
C -30.1240 -24.6494 -12.2221
O -30.2385 -23.9070 -13.1958
C -29.4905 -24.1410 -10.9479
H -30.2824 -26.5504 -11.4828
H -30.2725 -26.5393 -13.2832
H -31.7328 -26.0497 -12.4330
H -28.8701 -24.8434 -10.3914
H -30.3160 -23.9322 -10.2674
H -28.9537 -23.1996 -11.0653
C -20.4866 -16.3380 -15.4269
C -20.7151 -15.8493 -14.0266
O -21.6758 -15.1162 -13.7597
C -19.8609 -16.4860 -12.9214
H -19.4324 -16.2415 -15.6865
H -20.9352 -15.5993 -16.0911
H -20.8902 -17.3427 -15.5527
H -19.6360 -17.5385 -13.0941
H -20.3366 -16.4877 -11.9407
H -18.9443 -15.8982 -12.8712
*
```